# 1
Here is C4H3NO as an isolated structure in a non-equilibrium geometry from the Open Molecules 2025 dataset. Energies are from ωB97M-V with the def2-TZVPD basis set.

Summary:
LUMO (eV): -1.88
Energy relative to the best compared isomer or geometry (same formula, charge and spin) (eV): 5.676
Molecular weight (g mol⁻¹): 81.1
Maximum force (eV/Å): 3.35
HOMO-LUMO gap (eV): 8.6

Geometry as XYZ:
```
9
Properties=species:S:1:pos:R:3:forces:R:3
C -2.145 2.379 -0.098 1.36 -1.26 -1.28
C -1.260 1.429 -0.488 0.77 -2.47 0.47
C -0.019 -0.084 -0.205 -2.56 1.28 0.25
C 0.950 -1.024 0.266 -0.61 -2.70 0.07
N -0.464 0.326 -1.318 -1.19 2.19 -2.24
O -0.696 0.714 0.653 0.20 0.73 2.30
H 1.290 -1.782 -0.461 -0.34 0.64 0.04
H 0.615 -1.582 1.171 0.17 0.73 -0.54
H 1.729 -0.377 0.479 2.20 0.85 0.93
```
Positions in Å, forces in eV/Å.

# 2
Here is one molecule with the formula C4H3NO in a non-equilibrium geometry from the Open Molecules 2025 dataset. Energies are from ωB97M-V with the def2-TZVPD basis set.

Summary:
LUMO (eV): -1.13
Energy relative to the best compared isomer or geometry (same formula, charge and spin) (eV): 2.217
Molecular weight (g mol⁻¹): 81.1
Structure (SMILES): N#C/C=C\C=O
Maximum force (eV/Å): 6.09
HOMO-LUMO gap (eV): 8.8

Geometry as XYZ:
```
9
Properties=species:S:1:pos:R:3:forces:R:3
C -1.403 -0.476 -0.212 1.40 -2.20 4.83
C -0.944 1.095 -0.091 -0.26 -1.49 0.21
C 0.420 1.356 0.134 -4.75 0.95 -0.87
C 1.240 0.212 0.046 3.28 -2.95 -1.10
H -2.580 -0.748 -0.123 2.39 0.96 -1.13
H -1.914 1.782 -0.039 2.77 -1.07 -0.24
H 0.692 2.437 0.225 0.41 -1.43 0.16
N 1.853 -0.775 -0.178 -1.29 3.50 0.90
O -0.631 -1.396 0.241 -3.95 3.72 -2.76
```
Positions in Å, forces in eV/Å.

# 3
Here is one molecule with the formula C4H3NO2 in a non-equilibrium geometry from the Open Molecules 2025 dataset. Energies are from ωB97M-V with the def2-TZVPD basis set.

Summary:
LUMO (alpha / beta) (eV): -1.42 / -1.41
Energy relative to the best compared isomer or geometry (same formula, charge and spin) (eV): 4.897
Molecular weight (g mol⁻¹): 97.1
Structure (SMILES): OC1=C=CC(O)=N1
Maximum force (eV/Å): 5.23
HOMO-LUMO gap (alpha / beta) (eV): 7.9 / 6.9

Geometry as XYZ:
```
10
Properties=species:S:1:pos:R:3:forces:R:3
C -0.650 -1.308 -0.256 1.06 -0.92 -0.33
C 0.726 -1.418 0.054 -2.39 -0.27 -1.61
C -0.949 0.076 -0.198 1.51 2.34 2.33
C 1.185 -0.073 -0.140 -1.29 3.80 3.36
N 0.097 0.884 0.116 3.05 -3.29 -2.44
O -2.079 0.693 0.032 -1.20 0.76 -0.65
O 2.424 0.358 0.015 0.34 0.69 0.62
H -1.428 -2.029 -0.390 0.00 -0.55 0.20
H -1.790 1.648 0.153 -0.61 -1.35 0.02
H 2.465 1.170 0.615 -0.47 -1.22 -1.49
```
Positions in Å, forces in eV/Å.

# 4
Here is one molecule with the formula C4H3NO2 from the Open Molecules 2025 dataset. Energies are from ωB97M-V with the def2-TZVPD basis set.

Summary:
LUMO (eV): -0.04
Energy relative to the best compared isomer or geometry (same formula, charge and spin) (eV): 1.447
Molecular weight (g mol⁻¹): 97.1
Structure (SMILES): O=Cc1ncco1
Maximum force (eV/Å): 0.54
HOMO-LUMO gap (eV): 9.9

Geometry as XYZ:
```
10
Properties=species:S:1:pos:R:3:forces:R:3
O -1.152 0.723 2.680 0.11 -0.17 -0.50
C -1.214 0.515 1.499 -0.02 0.10 0.53
C -0.173 -0.092 0.626 0.07 0.33 -0.08
N 1.066 0.263 0.518 -0.33 -0.01 -0.05
C 1.403 -0.083 -0.776 0.10 -0.12 -0.19
C 0.334 -0.659 -1.377 0.23 0.08 -0.05
O -0.684 -0.671 -0.487 -0.07 0.18 -0.05
H -2.049 0.866 0.863 -0.26 -0.12 0.26
H 2.364 0.180 -1.187 -0.03 -0.23 0.01
H 0.106 -1.043 -2.358 0.20 -0.06 0.10
```
Positions in Å, forces in eV/Å.

# 5
Here is one molecule with the formula C4H3NO2 in a non-equilibrium geometry from the Open Molecules 2025 dataset. Energies are from ωB97M-V with the def2-TZVPD basis set.

Summary:
LUMO (eV): 0.18
Energy relative to the best compared isomer or geometry (same formula, charge and spin) (eV): 3.458
Molecular weight (g mol⁻¹): 97.1
Structure (SMILES): O=Cc1ncco1
Maximum force (eV/Å): 2.71
HOMO-LUMO gap (eV): 9.7

Geometry as XYZ:
```
10
Properties=species:S:1:pos:R:3:forces:R:3
O -1.627 2.180 0.682 0.06 0.01 -0.66
C -0.980 1.596 -0.133 -1.14 0.68 -0.60
C -1.007 0.094 -0.351 1.91 0.16 1.92
N -0.610 -0.884 -1.018 -0.11 0.63 0.23
C 0.527 -1.434 -0.434 0.22 -0.20 -0.04
C 0.918 -0.691 0.632 0.17 -0.65 -0.13
O 0.112 0.288 0.920 -0.64 -1.02 -0.53
H -0.144 2.001 -0.723 -0.29 0.44 -0.12
H 1.020 -2.308 -0.822 -0.16 -0.03 -0.15
H 1.792 -0.842 1.248 -0.03 -0.04 0.07
```
Positions in Å, forces in eV/Å.

# 6
Here is one molecule with the formula C4H3NO2 from the Open Molecules 2025 dataset. Energies are from ωB97M-V with the def2-TZVPD basis set.

Summary:
LUMO (eV): -0.68
Energy relative to the best compared isomer or geometry (same formula, charge and spin) (eV): 2.922
Molecular weight (g mol⁻¹): 97.1
Maximum force (eV/Å): 1.00
HOMO-LUMO gap (eV): 9.0

Geometry as XYZ:
```
10
Properties=species:S:1:pos:R:3:forces:R:3
N -1.493 -0.753 -1.522 0.58 0.68 0.28
C -0.769 -0.177 -0.776 -0.17 -0.60 -0.50
C -0.234 1.019 -0.213 0.37 -0.07 -0.04
C 0.825 0.768 0.570 -0.02 0.32 -0.12
C 0.790 -0.637 1.079 -0.16 0.36 0.30
O 0.758 -0.590 2.300 0.46 -0.85 0.22
O 0.529 -1.531 0.216 -0.53 0.61 -0.17
H -1.341 -1.566 -2.092 -0.20 -0.34 0.17
H -0.597 1.987 -0.535 -0.04 -0.21 -0.17
H 1.531 1.482 0.973 -0.28 0.11 0.02
```
Positions in Å, forces in eV/Å.

# 7
Here is one molecule with the formula C4H3NO2 in a non-equilibrium geometry from the Open Molecules 2025 dataset. Energies are from ωB97M-V with the def2-TZVPD basis set.

Summary:
LUMO (eV): -0.18
Energy relative to the best compared isomer or geometry (same formula, charge and spin) (eV): 3.285
Molecular weight (g mol⁻¹): 97.1
Structure (SMILES): C=COC(=O)C#N
Maximum force (eV/Å): 6.90
HOMO-LUMO gap (eV): 11.1

Geometry as XYZ:
```
10
Properties=species:S:1:pos:R:3:forces:R:3
C -2.019 -0.636 -0.086 -1.02 -1.17 1.72
C -1.093 0.286 -0.061 2.67 1.61 0.71
C 1.409 0.670 0.008 2.24 2.35 0.71
C 2.424 -0.405 -0.114 6.28 -2.86 0.19
H -1.767 -1.689 0.383 -0.84 2.14 -1.51
H -3.105 -0.223 -0.243 2.27 -1.27 0.15
H -1.210 1.392 -0.204 0.43 -1.36 -0.03
N 3.337 -1.187 -0.037 -4.68 3.69 -0.54
O 0.417 -0.093 0.329 -6.30 0.06 -0.79
O 1.607 1.885 0.025 -1.06 -3.18 -0.60
```
Positions in Å, forces in eV/Å.

# 8
Here is one molecule with the formula C4H3NO3 in a non-equilibrium geometry from the Open Molecules 2025 dataset. Energies are from ωB97M-V with the def2-TZVPD basis set.

Summary:
LUMO (eV): 0.22
Energy relative to the best compared isomer or geometry (same formula, charge and spin) (eV): 3.689
Molecular weight (g mol⁻¹): 113.1
Structure (SMILES): O=C1N=C2O[C@H]2CO1
Maximum force (eV/Å): 3.71
HOMO-LUMO gap (eV): 10.4

Geometry as XYZ:
```
11
Properties=species:S:1:pos:R:3:forces:R:3
C 0.319 -2.049 0.104 0.87 2.31 -0.34
C 1.353 -1.311 1.878 -0.02 -0.38 -0.34
C -0.105 0.167 0.465 -0.40 0.01 -0.12
C 0.094 -0.745 -0.721 1.75 -1.51 2.91
N 0.804 -2.458 1.207 -1.05 0.54 -1.44
O -0.645 -2.015 -0.751 -1.41 -1.51 -0.51
O 2.123 -1.404 2.776 0.12 0.04 0.13
O 0.892 -0.094 1.492 0.14 0.63 0.03
H 0.050 1.218 0.216 -0.04 -0.12 0.06
H -1.099 0.035 0.909 0.11 0.02 -0.13
H 0.702 -0.524 -1.578 -0.08 -0.04 -0.25
```
Positions in Å, forces in eV/Å.